53
Properties=species:S:1:pos:R:3:forces:R:3:lowdin_spin:R:1 method="wB97M-V/def2-TZVPD" relative_energy_kj_mol=0.0 energy_ha=-2326.20034 mol_weight_g_mol=397.46 e_lumo_ev="0.0 / 0.3" multiplicity=3 e_homo_ha="-0.2728 / -0.2790" s_squared=2.05
O 0.272 0.166 -1.251 1.278 -1.664 -1.715 0.054
C 1.490 -0.537 -1.823 -0.172 0.032 0.889 0.008
C 0.785 -0.900 -3.109 -0.099 0.019 0.340 0.001
H 1.790 -1.401 -1.217 -0.046 0.616 -0.203 0.000
H 2.311 0.172 -1.968 -0.109 -0.097 0.284 0.000
C -0.320 0.031 -2.617 -0.234 0.263 -0.186 0.005
H 0.473 -1.947 -3.164 0.135 0.195 -0.054 0.000
H 1.301 -0.572 -4.008 -0.136 -0.159 -0.101 0.000
C -1.680 -0.603 -2.587 -0.401 0.155 -0.223 0.001
H -1.698 -1.453 -1.898 0.000 0.099 -0.179 0.000
H -1.934 -0.960 -3.591 0.090 0.002 0.092 0.000
H -2.438 0.121 -2.298 -0.097 -0.247 -0.028 0.000
C -0.230 1.370 -3.318 -0.244 0.139 -0.094 0.001
H 0.818 1.681 -3.388 -0.180 0.022 -0.004 0.000
H -0.794 2.146 -2.791 0.195 -0.150 -0.170 0.001
H -0.628 1.265 -4.333 0.060 0.080 0.075 0.000
V -0.239 1.397 0.673 -0.451 0.610 2.042 1.945
C 0.891 3.024 1.733 1.129 0.072 -0.260 -0.010
C 1.733 1.896 1.993 -0.019 0.906 -1.068 -0.026
C 2.203 1.398 0.740 -0.023 0.595 -0.372 0.036
H 2.062 1.545 2.965 -0.451 -0.054 -0.255 -0.001
C 1.714 2.258 -0.295 0.367 0.735 1.063 0.012
C 0.914 3.278 0.316 0.816 -0.571 0.037 -0.011
H 0.487 4.132 -0.209 0.073 -0.378 0.260 0.000
H 0.424 3.652 2.489 0.069 -0.305 -0.256 0.001
H 2.898 0.569 0.604 -0.321 0.229 0.075 0.005
H 2.030 2.259 -1.334 -0.335 -0.194 0.197 0.002
C -2.031 2.336 1.733 -0.786 -0.176 -0.597 -0.011
C -1.923 2.876 0.413 -0.671 -0.947 -0.153 -0.015
C -2.151 1.808 -0.516 -0.281 0.235 0.914 0.004
H -1.762 3.913 0.135 0.039 -0.325 0.210 0.000
C -2.411 0.612 0.243 -0.474 0.395 0.047 0.032
C -2.418 0.958 1.621 -0.339 0.698 -1.027 -0.025
H -2.777 0.301 2.410 0.555 0.294 -0.175 0.000
H -1.968 2.901 2.658 0.138 -0.220 -0.182 0.001
H -2.332 1.948 -1.575 0.380 -0.086 0.284 0.002
H -2.642 -0.377 -0.153 0.025 0.491 0.203 0.005
O -0.575 -3.933 0.489 1.706 -0.192 0.294 0.000
C -0.318 -2.543 0.712 -0.452 0.325 0.074 0.002
C 1.161 -2.345 1.142 -0.386 -0.111 0.113 0.002
H -0.996 -2.180 1.508 0.287 -0.144 -0.269 0.000
H -0.584 -1.997 -0.212 0.248 -0.251 0.395 0.001
C 1.714 -3.764 1.356 -0.531 0.047 -0.634 0.000
H 1.201 -1.782 2.079 0.077 -0.208 -0.395 0.000
H 1.723 -1.784 0.395 -0.030 -0.178 0.364 0.001
C 0.472 -4.663 1.194 -0.603 -0.012 0.534 0.000
H 2.131 -3.854 2.355 0.114 -0.171 -0.010 0.000
H 2.485 -4.005 0.621 -0.050 -0.037 0.082 0.000
H 0.100 -4.906 2.210 0.011 -0.036 -0.457 0.000
H 0.673 -5.600 0.662 -0.147 0.256 0.034 0.000
S -0.161 -0.035 2.792 0.419 -1.083 0.311 -0.015
C -0.500 0.798 4.190 -0.785 1.734 2.558 0.000
N -0.747 1.328 5.224 0.642 -1.247 -2.707 -0.011